(1)
Computed, not measured: one molecule with the formula C20H29N5OS at a distorted geometry, with wB97M-V/def2-TZVPD.

Geometry (Å):
C: -1.975 -3.882 0.225
C: -2.214 -2.459 0.719
C: -3.229 -2.450 1.858
C: -2.696 -1.569 -0.437
C: -2.791 -0.123 -0.029
C: -4.130 0.550 -0.174
C: -4.416 0.947 -1.633
C: -5.849 1.457 -1.765
C: -3.428 2.006 -2.116
N: -1.711 0.394 0.392
N: -1.602 1.677 0.782
C: -0.470 2.213 1.329
O: -0.500 3.357 1.745
C: 0.738 1.354 1.402
C: 1.089 0.440 0.414
C: 2.245 -0.307 0.538
C: 3.069 -0.155 1.648
C: 4.328 -0.946 1.767
S: 5.770 0.050 1.215
C: 5.600 -0.158 -0.498
N: 4.808 -0.990 -1.122
N: 5.010 -0.826 -2.438
C: 5.915 0.090 -2.598
N: 6.337 0.565 -1.392
C: 7.322 1.564 -1.100
C: 2.729 0.777 2.624
C: 1.579 1.528 2.499
H: -1.225 -3.895 -0.563
H: -2.895 -4.309 -0.168
H: -1.626 -4.512 1.039
H: -1.270 -2.041 1.084
H: -2.883 -3.072 2.681
H: -4.188 -2.837 1.519
H: -3.375 -1.440 2.233
H: -1.982 -1.656 -1.259
H: -3.667 -1.920 -0.788
H: -4.901 -0.149 0.160
H: -4.199 1.441 0.457
H: -4.302 0.055 -2.259
H: -6.062 1.725 -2.797
H: -5.999 2.338 -1.145
H: -6.561 0.695 -1.455
H: -3.616 2.249 -3.160
H: -2.404 1.650 -2.031
H: -3.529 2.920 -1.534
H: -2.406 2.306 0.762
H: 0.464 0.316 -0.455
H: 2.528 -1.004 -0.236
H: 4.319 -1.832 1.137
H: 4.554 -1.202 2.802
H: 6.287 0.437 -3.539
H: 7.560 2.109 -2.011
H: 6.931 2.254 -0.350
H: 8.229 1.101 -0.705
H: 3.377 0.915 3.479
H: 1.313 2.259 3.248

Forces on atoms 1 to 2 (eV/Å):
0.07 0.27 0.11
-0.23 -0.16 -0.12

Its spin multiplicity is 1. Its LUMO energy is 0.6 eV. As for the SMILES: CC(C)CC(CC(C)C)=NNC(=O)c1ccc(CSc2nncn2C)cc1. The total energy is -41543.6316 eV. For the energy relative to the best compared isomer or geometry (same formula, charge and spin), the calculation gives 49.3 kcal/mol. As for the net charge: 0.

---

(2)
Computed, not measured: one molecule with the formula C20H29NO4S, with wB97M-V/def2-TZVPD.

Geometry (Å):
C: 3.478 3.813 -3.918
C: 3.034 3.905 -2.466
O: 2.644 2.626 -1.959
C: 1.398 2.224 -2.217
O: 0.594 2.887 -2.819
C: 1.142 0.809 -1.687
C: 1.892 -0.119 -2.672
C: 2.115 -1.574 -2.231
O: 0.907 -2.294 -2.110
C: 0.435 -2.726 -0.901
C: 1.170 -2.862 0.271
C: 0.553 -3.313 1.426
C: -0.787 -3.649 1.430
C: -1.518 -3.540 0.257
C: -0.916 -3.080 -0.896
C: -0.371 0.544 -1.717
C: -1.108 1.375 -0.662
N: -0.535 1.150 0.644
C: -0.997 0.301 1.592
O: -0.319 0.002 2.560
C: -2.409 -0.230 1.397
C: -2.915 -0.975 2.628
S: -3.640 0.148 3.876
C: -2.248 0.322 5.029
C: 0.854 1.560 0.700
C: 1.672 0.688 -0.252
H: 2.645 3.497 -4.541
H: 4.290 3.097 -4.021
H: 3.820 4.787 -4.256
H: 3.854 4.227 -1.821
H: 2.190 4.595 -2.372
H: 1.342 -0.127 -3.616
H: 2.885 0.299 -2.857
H: 2.691 -2.072 -3.021
H: 2.708 -1.603 -1.317
H: 2.227 -2.641 0.305
H: 1.135 -3.400 2.330
H: -1.258 -4.002 2.334
H: -2.563 -3.811 0.242
H: -1.471 -2.990 -1.818
H: -0.760 0.803 -2.703
H: -0.560 -0.511 -1.535
H: -2.167 1.128 -0.672
H: -1.004 2.439 -0.900
H: -3.090 0.593 1.174
H: -2.392 -0.917 0.546
H: -2.106 -1.521 3.108
H: -3.713 -1.663 2.351
H: -2.176 -0.573 5.642
H: -1.337 0.473 4.460
H: -2.458 1.185 5.652
H: 1.204 1.431 1.725
H: 0.921 2.616 0.423
H: 2.724 0.972 -0.216
H: 1.566 -0.340 0.092

Forces on atoms 1 to 2 (eV/Å):
-0.17 -0.15 0.35
0.02 0.46 -0.30

Its spin multiplicity is 1. Its LUMO energy is 0.7 eV. As for the SMILES: CCOC(=O)C1(CCOc2ccccc2)CCN(C(=O)CCSC)CC1. The total energy is -41726.9902 eV. For the energy relative to the best compared isomer or geometry (same formula, charge and spin), the calculation gives 3.8 kcal/mol. As for the net charge: 0.

---

(3)
Computed, not measured: a 6-piece molecular cluster, C20H30ClO14 overall at a distorted geometry, with wB97M-V/def2-TZVPD.

Geometry (Å):
Cl: 5.535 -0.563 2.125
O: 5.309 -1.984 2.273
O: 6.644 -0.152 2.970
O: 5.779 -0.234 0.749
O: 4.363 0.146 2.617
O: 8.031 -4.045 -2.204
C: 6.865 -3.887 -1.992
O: 5.940 -4.831 -2.330
C: 4.638 -4.432 -1.925
C: 4.714 -2.923 -1.635
C: 6.190 -2.756 -1.261
H: 4.269 -4.992 -1.060
H: 3.932 -4.643 -2.731
H: 4.052 -2.664 -0.816
H: 4.449 -2.403 -2.554
H: 6.332 -2.946 -0.195
H: 6.518 -1.751 -1.498
O: -0.787 -4.649 1.173
C: 0.288 -4.121 1.226
O: 0.485 -2.816 0.946
C: 1.684 -2.387 1.599
C: 2.592 -3.615 1.682
C: 1.585 -4.751 1.742
H: 1.442 -2.041 2.614
H: 2.129 -1.498 1.158
H: 3.282 -3.491 2.511
H: 3.205 -3.640 0.780
H: 1.347 -4.976 2.786
H: 1.815 -5.657 1.192
O: 6.127 4.806 0.974
C: 5.622 4.118 1.806
O: 4.280 3.966 1.894
C: 3.920 3.434 3.177
C: 5.167 3.558 4.031
C: 6.258 3.412 2.979
H: 3.576 2.403 3.067
H: 3.031 3.969 3.524
H: 5.181 2.793 4.806
H: 5.249 4.534 4.517
H: 6.365 2.355 2.717
H: 7.237 3.734 3.320
O: 9.907 2.413 0.270
C: 10.369 1.754 1.150
O: 11.596 2.032 1.679
C: 11.876 1.165 2.805
C: 11.050 -0.075 2.486
C: 9.825 0.496 1.798
H: 11.552 1.680 3.709
H: 12.942 0.966 2.753
H: 10.836 -0.736 3.329
H: 11.634 -0.702 1.807
H: 8.979 0.769 2.432
H: 9.407 -0.206 1.078
O: 9.928 2.351 5.727
C: 9.639 1.272 6.155
O: 10.221 0.764 7.271
C: 9.771 -0.581 7.506
C: 9.246 -1.073 6.154
C: 8.698 0.244 5.572
H: 8.976 -0.526 8.256
H: 10.596 -1.173 7.894
H: 8.473 -1.825 6.257
H: 10.110 -1.376 5.561
H: 7.646 0.305 5.855
H: 8.703 0.305 4.488

Forces on atoms 1 to 2 (eV/Å):
-0.70 0.55 1.19
0.20 -0.13 -0.26

Its spin multiplicity is 1. Its LUMO energy is 2.3 eV. The total energy is -62410.5430 eV. For the energy relative to the best compared isomer or geometry (same formula, charge and spin), the calculation gives 7.4 kcal/mol. As for the net charge: -1.

---

(4)
Computed, not measured: C20H30FO15 as an isolated structure at a distorted geometry, with wB97M-V/def2-TZVPD.

Geometry (Å):
F: -0.450 0.070 0.403
C: -2.178 -4.184 0.962
C: -1.522 -3.436 -0.173
C: 0.002 -3.395 0.165
O: 0.514 -4.147 -0.941
C: -0.404 -4.460 -1.816
O: -0.277 -5.095 -2.840
O: -1.605 -4.094 -1.401
H: -2.136 -3.589 1.934
H: -1.795 -5.147 1.490
H: -3.233 -4.447 0.746
H: -2.162 -2.453 -0.088
H: 0.587 -3.810 0.917
H: 0.429 -2.374 -0.038
C: -0.847 -1.375 -3.302
C: -2.081 -0.528 -2.650
C: -1.711 0.851 -2.087
O: -2.152 1.780 -3.049
C: -2.980 1.213 -3.856
O: -3.696 1.742 -4.653
O: -3.040 -0.121 -3.600
H: -0.298 -0.644 -3.713
H: -1.080 -2.225 -3.740
H: -0.423 -1.806 -2.405
H: -2.534 -1.250 -1.933
H: -0.488 0.805 -1.941
H: -2.245 1.220 -1.061
C: 1.288 -0.272 4.299
C: -0.070 0.242 3.600
C: -1.268 -0.755 3.434
O: -2.122 -0.210 4.324
C: -1.803 0.967 4.726
O: -2.489 1.679 5.506
O: -0.642 1.406 4.183
H: 1.948 0.605 4.050
H: 1.590 -1.179 3.723
H: 1.091 -0.281 5.421
H: 0.007 0.506 2.621
H: -0.843 -1.620 3.691
H: -1.466 -0.692 2.290
C: 3.287 -1.330 -2.231
C: 2.662 0.107 -1.934
C: 2.696 0.388 -0.399
O: 3.715 1.397 -0.390
C: 4.025 1.843 -1.605
O: 4.905 2.583 -1.733
O: 3.519 1.043 -2.495
H: 3.447 -1.116 -3.257
H: 2.588 -2.119 -1.858
H: 4.154 -1.599 -1.737
H: 1.698 0.245 -2.307
H: 2.561 -0.803 0.211
H: 1.858 1.081 -0.003
C: 1.639 3.646 0.867
C: 0.318 3.328 0.183
C: -0.823 3.151 1.110
O: -1.602 4.309 0.780
C: -1.147 4.887 -0.306
O: -1.660 5.894 -0.942
O: -0.023 4.394 -0.763
H: 2.596 3.550 0.196
H: 1.906 3.081 1.829
H: 1.943 4.735 1.229
H: 0.028 2.381 -0.391
H: -0.575 3.148 2.083
H: -1.130 2.278 0.670

Forces on atoms 1 to 2 (eV/Å):
0.03 -0.07 0.15
-1.20 -2.00 3.16

Its spin multiplicity is 1. Its LUMO energy is 2.1 eV. The total energy is -54651.6415 eV. For the energy relative to the best compared isomer or geometry (same formula, charge and spin), the calculation gives 223.9 kcal/mol. As for the net charge: -1.

---

Copy entry 4 word for word.
Computed, not measured: C20H30FO15 as an isolated structure at a distorted geometry, with wB97M-V/def2-TZVPD.

Geometry (Å):
F: -0.450 0.070 0.403
C: -2.178 -4.184 0.962
C: -1.522 -3.436 -0.173
C: 0.002 -3.395 0.165
O: 0.514 -4.147 -0.941
C: -0.404 -4.460 -1.816
O: -0.277 -5.095 -2.840
O: -1.605 -4.094 -1.401
H: -2.136 -3.589 1.934
H: -1.795 -5.147 1.490
H: -3.233 -4.447 0.746
H: -2.162 -2.453 -0.088
H: 0.587 -3.810 0.917
H: 0.429 -2.374 -0.038
C: -0.847 -1.375 -3.302
C: -2.081 -0.528 -2.650
C: -1.711 0.851 -2.087
O: -2.152 1.780 -3.049
C: -2.980 1.213 -3.856
O: -3.696 1.742 -4.653
O: -3.040 -0.121 -3.600
H: -0.298 -0.644 -3.713
H: -1.080 -2.225 -3.740
H: -0.423 -1.806 -2.405
H: -2.534 -1.250 -1.933
H: -0.488 0.805 -1.941
H: -2.245 1.220 -1.061
C: 1.288 -0.272 4.299
C: -0.070 0.242 3.600
C: -1.268 -0.755 3.434
O: -2.122 -0.210 4.324
C: -1.803 0.967 4.726
O: -2.489 1.679 5.506
O: -0.642 1.406 4.183
H: 1.948 0.605 4.050
H: 1.590 -1.179 3.723
H: 1.091 -0.281 5.421
H: 0.007 0.506 2.621
H: -0.843 -1.620 3.691
H: -1.466 -0.692 2.290
C: 3.287 -1.330 -2.231
C: 2.662 0.107 -1.934
C: 2.696 0.388 -0.399
O: 3.715 1.397 -0.390
C: 4.025 1.843 -1.605
O: 4.905 2.583 -1.733
O: 3.519 1.043 -2.495
H: 3.447 -1.116 -3.257
H: 2.588 -2.119 -1.858
H: 4.154 -1.599 -1.737
H: 1.698 0.245 -2.307
H: 2.561 -0.803 0.211
H: 1.858 1.081 -0.003
C: 1.639 3.646 0.867
C: 0.318 3.328 0.183
C: -0.823 3.151 1.110
O: -1.602 4.309 0.780
C: -1.147 4.887 -0.306
O: -1.660 5.894 -0.942
O: -0.023 4.394 -0.763
H: 2.596 3.550 0.196
H: 1.906 3.081 1.829
H: 1.943 4.735 1.229
H: 0.028 2.381 -0.391
H: -0.575 3.148 2.083
H: -1.130 2.278 0.670

Forces on atoms 1 to 2 (eV/Å):
0.03 -0.07 0.15
-1.20 -2.00 3.16

Its spin multiplicity is 1. Its LUMO energy is 2.1 eV. The total energy is -54651.6415 eV. For the energy relative to the best compared isomer or geometry (same formula, charge and spin), the calculation gives 223.9 kcal/mol. As for the net charge: -1.

---

Please write out number 1 again, unchanged.
Computed, not measured: one molecule with the formula C20H29N5OS at a distorted geometry, with wB97M-V/def2-TZVPD.

Geometry (Å):
C: -1.975 -3.882 0.225
C: -2.214 -2.459 0.719
C: -3.229 -2.450 1.858
C: -2.696 -1.569 -0.437
C: -2.791 -0.123 -0.029
C: -4.130 0.550 -0.174
C: -4.416 0.947 -1.633
C: -5.849 1.457 -1.765
C: -3.428 2.006 -2.116
N: -1.711 0.394 0.392
N: -1.602 1.677 0.782
C: -0.470 2.213 1.329
O: -0.500 3.357 1.745
C: 0.738 1.354 1.402
C: 1.089 0.440 0.414
C: 2.245 -0.307 0.538
C: 3.069 -0.155 1.648
C: 4.328 -0.946 1.767
S: 5.770 0.050 1.215
C: 5.600 -0.158 -0.498
N: 4.808 -0.990 -1.122
N: 5.010 -0.826 -2.438
C: 5.915 0.090 -2.598
N: 6.337 0.565 -1.392
C: 7.322 1.564 -1.100
C: 2.729 0.777 2.624
C: 1.579 1.528 2.499
H: -1.225 -3.895 -0.563
H: -2.895 -4.309 -0.168
H: -1.626 -4.512 1.039
H: -1.270 -2.041 1.084
H: -2.883 -3.072 2.681
H: -4.188 -2.837 1.519
H: -3.375 -1.440 2.233
H: -1.982 -1.656 -1.259
H: -3.667 -1.920 -0.788
H: -4.901 -0.149 0.160
H: -4.199 1.441 0.457
H: -4.302 0.055 -2.259
H: -6.062 1.725 -2.797
H: -5.999 2.338 -1.145
H: -6.561 0.695 -1.455
H: -3.616 2.249 -3.160
H: -2.404 1.650 -2.031
H: -3.529 2.920 -1.534
H: -2.406 2.306 0.762
H: 0.464 0.316 -0.455
H: 2.528 -1.004 -0.236
H: 4.319 -1.832 1.137
H: 4.554 -1.202 2.802
H: 6.287 0.437 -3.539
H: 7.560 2.109 -2.011
H: 6.931 2.254 -0.350
H: 8.229 1.101 -0.705
H: 3.377 0.915 3.479
H: 1.313 2.259 3.248

Forces on atoms 1 to 2 (eV/Å):
0.07 0.27 0.11
-0.23 -0.16 -0.12

Its spin multiplicity is 1. Its LUMO energy is 0.6 eV. As for the SMILES: CC(C)CC(CC(C)C)=NNC(=O)c1ccc(CSc2nncn2C)cc1. The total energy is -41543.6316 eV. For the energy relative to the best compared isomer or geometry (same formula, charge and spin), the calculation gives 49.3 kcal/mol. As for the net charge: 0.

---

- energy relative to the best compared isomer or geometry (same formula, charge and spin) of number 1 (C20H29N5OS)?
  49.3 kcal/mol